No. 1
Below is a cluster of 4 separate species, C26H51FNO7 in total in a non-equilibrium geometry, with properties calculated with ωB97M-V/def2-TZVPD.

CARTESIAN COORDINATES (ANGSTROEM)
C1 6.348 -1.684 3.444
C2 5.867 -0.481 2.608
C3 4.346 -0.236 2.641
C4 3.571 -0.929 1.502
C5 3.520 -2.449 1.685
C6 2.204 -0.254 1.302
C7 0.913 -0.733 1.961
C8 0.914 -1.001 3.473
C9 0.605 -2.462 3.875
C10 -0.057 0.349 1.456
C11 -1.552 0.055 1.613
C12 -2.080 0.470 2.959
O1 -2.538 -0.218 3.817
F1 -1.975 1.802 3.129
C13 0.353 0.496 -0.025
N1 1.739 -0.115 -0.140
C14 1.729 -1.375 -0.961
H1 6.667 -1.358 4.436
H2 7.182 -2.198 2.968
H3 5.554 -2.421 3.596
H4 6.334 0.412 3.030
H5 6.205 -0.573 1.573
H6 3.980 -0.568 3.619
H7 4.160 0.841 2.579
H8 4.154 -0.729 0.589
H9 3.008 -2.960 0.872
H10 4.537 -2.849 1.705
H11 3.041 -2.729 2.626
H12 2.317 0.794 1.609
H13 0.568 -1.648 1.459
H14 0.166 -0.359 3.945
H15 1.864 -0.702 3.917
H16 -0.321 -2.524 4.446
H17 0.527 -3.117 3.006
H18 1.396 -2.872 4.508
H19 0.175 1.295 1.957
H20 -2.106 0.630 0.864
H21 -1.783 -1.004 1.487
H22 0.383 1.534 -0.360
H23 -0.324 -0.044 -0.684
H24 2.337 0.538 -0.640
H25 2.632 -1.416 -1.570
H26 0.857 -1.327 -1.611
H27 1.665 -2.237 -0.307
O2 -0.349 -0.693 -3.212
C15 -1.355 -1.244 -3.605
O3 -1.952 -2.095 -2.763
C16 -3.210 -2.735 -3.061
C17 -3.027 -3.989 -3.884
C18 -1.892 -1.038 -4.992
H28 -3.889 -2.025 -3.531
H29 -3.622 -2.976 -2.083
H30 -2.603 -3.772 -4.864
H31 -3.989 -4.479 -4.032
H32 -2.361 -4.684 -3.373
H33 -1.377 -1.720 -5.669
H34 -1.670 -0.023 -5.308
H35 -2.961 -1.200 -5.082
O4 -2.307 0.616 -9.029
C19 -1.129 0.826 -9.004
O5 -0.436 0.395 -7.923
C20 0.991 0.444 -7.839
C21 1.493 1.789 -7.358
C22 -0.417 1.595 -10.090
H36 1.441 0.155 -8.790
H37 1.246 -0.332 -7.118
H38 1.241 2.586 -8.058
H39 2.577 1.768 -7.243
H40 1.044 2.034 -6.396
H41 -0.511 2.658 -9.872
H42 -0.924 1.393 -11.029
H43 0.636 1.352 -10.201
O6 -5.086 5.877 8.021
C23 -4.882 4.968 7.270
O7 -4.664 3.740 7.790
C24 -4.537 2.569 6.983
C25 -3.120 2.371 6.485
C26 -4.802 5.171 5.774
H44 -5.260 2.581 6.167
H45 -4.820 1.752 7.644
H46 -2.808 3.188 5.833
H47 -3.038 1.436 5.930
H48 -2.434 2.340 7.332
H49 -3.787 5.480 5.527
H50 -5.479 5.979 5.511
H51 -5.055 4.295 5.183

Its total charge is +1. For the HOMO-LUMO gap, the calculation gives 8.78 eV.

Which charges does Löwdin predict for the atoms? In e, they are: -0.099 -0.232 -0.177 -0.295 -0.027 -0.182 -0.227 -0.154 -0.071 -0.242 -0.033 -0.460 0.167 0.108 -0.032 -0.057 0.040 0.076 0.075 0.058 0.106 0.106 0.113 0.114 0.141 0.067 0.085 0.081 0.157 0.142 0.104 0.101 0.077 0.072 0.075 0.154 0.141 0.144 0.150 0.116 0.184 0.118 0.063 0.085 0.056 -0.511 -0.003 -0.219 -0.055 0.031 0.114 0.123 0.074 0.089 0.085 0.106 0.093 0.081 0.113 -0.526 -0.027 -0.239 -0.062 0.017 0.113 0.118 0.071 0.082 0.079 0.098 0.095 0.071 0.117 -0.529 -0.001 -0.237 -0.062 0.010 0.110 0.124 0.067 0.060 0.085 0.093 0.091 0.066

No. 2
Below is a cluster of 3 separate species, C26H52ClFN4O13P3S in total in a non-equilibrium geometry, with properties calculated with ωB97M-V/def2-TZVPD.

CARTESIAN COORDINATES (ANGSTROEM)
C1 -2.843 4.156 5.082
C2 -4.219 4.955 4.664
O1 -4.993 4.265 3.621
P1 -6.059 3.052 4.272
O2 -7.448 3.211 3.468
C3 -5.245 1.338 4.058
C4 -5.604 0.725 2.573
C5 -4.397 1.084 1.523
N1 -3.064 0.383 1.296
C6 -2.496 -0.817 2.022
O3 -3.498 -1.723 2.608
N2 -4.027 -2.468 1.621
O4 -3.537 -3.593 1.806
C7 -2.399 1.145 0.169
N3 -1.089 0.953 -0.563
C8 -0.028 0.812 0.341
S1 1.235 0.000 1.208
C9 -3.409 2.381 -0.275
C10 -3.251 3.527 -1.439
C11 -1.865 4.409 -1.304
C12 -1.928 5.584 -0.144
F1 -2.810 5.260 1.003
N4 -4.631 2.287 0.621
Cl1 -5.979 3.365 0.525
O5 -6.454 3.239 5.957
C13 -7.827 2.682 6.100
C14 -8.134 2.338 7.705
H1 -2.382 4.544 6.103
H2 -2.043 4.349 4.226
H3 -2.960 2.997 5.193
H4 -4.824 5.249 5.622
H5 -3.860 5.985 4.180
H6 -5.690 0.634 4.892
H7 -4.084 1.384 4.250
H8 -5.770 -0.445 2.737
H9 -6.643 1.115 2.137
H10 -1.780 -1.368 1.242
H11 -1.809 -0.416 2.905
H12 -4.156 4.271 -1.455
H13 -3.200 2.948 -2.478
H14 -0.949 3.695 -1.032
H15 -1.710 4.931 -2.365
H16 -2.250 6.637 -0.606
H17 -0.837 5.698 0.290
H18 -8.656 3.458 5.769
H19 -7.971 1.660 5.516
H20 -7.098 2.038 8.205
H21 -8.916 1.462 7.691
H22 -8.519 3.331 8.192
O6 5.066 2.847 -0.670
P2 5.900 1.950 -1.618
O7 6.671 3.213 -2.359
C15 7.780 3.797 -1.700
C16 8.991 2.885 -1.744
O8 4.680 1.788 -2.747
C17 3.322 1.826 -2.322
C18 2.745 3.225 -2.470
O9 6.832 0.949 -2.676
C19 6.824 -0.438 -2.364
C20 5.463 -1.075 -2.568
H23 7.513 4.045 -0.665
H24 8.010 4.732 -2.218
H25 8.821 1.984 -1.146
H26 9.875 3.394 -1.349
H27 9.197 2.561 -2.768
H28 3.226 1.455 -1.295
H29 2.757 1.134 -2.956
H30 3.410 3.995 -2.064
H31 1.777 3.299 -1.965
H32 2.603 3.467 -3.528
H33 7.169 -0.573 -1.333
H34 7.551 -0.919 -3.025
H35 4.754 -0.728 -1.810
H36 5.527 -2.164 -2.489
H37 5.048 -0.815 -3.548
O10 0.066 -6.253 -3.453
P3 1.426 -6.127 -2.725
O11 1.788 -4.643 -3.363
C21 1.199 -3.501 -2.768
C22 1.823 -3.197 -1.419
O12 2.262 -7.025 -3.858
C23 1.586 -8.054 -4.574
C24 1.085 -7.544 -5.916
O13 2.946 -5.986 -1.911
C25 3.175 -6.940 -0.882
C26 3.318 -8.351 -1.416
H38 0.116 -3.642 -2.677
H39 1.369 -2.658 -3.445
H40 1.581 -3.980 -0.694
H41 1.457 -2.244 -1.028
H42 2.914 -3.152 -1.496
H43 0.773 -8.476 -3.972
H44 2.302 -8.866 -4.742
H45 0.568 -6.583 -5.829
H46 0.403 -8.267 -6.373
H47 1.926 -7.381 -6.598
H48 2.360 -6.878 -0.152
H49 4.099 -6.648 -0.376
H50 2.359 -8.728 -1.783
H51 3.663 -9.032 -0.631
H52 4.026 -8.388 -2.252

Its total charge is +1. For the HOMO-LUMO gap, the calculation gives 7.08 eV.

These are the Löwdin partial charges, in e, on atoms 1 to 99: -0.100 -0.275 -0.298 0.771 -0.400 -0.206 -0.140 -0.042 0.035 -0.112 -0.137 -0.002 0.082 -0.104 0.056 -0.500 0.674 -0.038 -0.141 -0.167 -0.137 -0.149 -0.401 0.826 -0.296 -0.293 -0.091 0.099 0.088 0.054 0.125 0.145 0.121 0.094 0.128 0.123 0.163 0.173 0.109 0.141 0.103 0.139 0.139 0.128 0.138 0.118 0.091 0.089 0.084 -0.234 0.743 -0.234 -0.304 -0.087 -0.238 -0.319 -0.070 -0.207 -0.304 -0.087 0.109 0.121 0.064 0.080 0.085 0.082 0.115 0.077 0.056 0.081 0.112 0.125 0.060 0.082 0.093 -0.226 0.740 -0.232 -0.303 -0.087 -0.242 -0.312 -0.074 -0.217 -0.311 -0.082 0.108 0.120 0.067 0.041 0.077 0.103 0.117 0.072 0.080 0.078 0.110 0.120 0.068